# 1
2
Properties=species:S:1:pos:R:3:lowdin_spin:R:1 method="wB97M-V/def2-TZVPD" charge=0 s2=0.7616 homo_ev="-9.24 / -9.54" multiplicity=2
Br -34.69 -19.19 -16.32 0.319
Be -32.07 -19.51 -17.60 0.681

=====

# 2
19
Properties=species:S:1:pos:R:3:nbo_charge:R:1 method="wB97M-V/def2-TZVPD" charge=+1 homo_ev=-14.72 e_above_lowest_kcal_mol=55.0
C -0.92 1.20 0.73 -0.427
H -2.08 1.62 -1.09 0.243
H 4.38 -0.01 0.87 0.127
H 1.05 -0.36 -0.25 0.487
C -2.26 -1.02 0.18 -0.617
H 0.15 -1.54 0.72 0.443
C -1.17 1.24 -0.78 -0.425
C -1.06 -0.14 -0.04 0.096
H -3.23 -0.61 0.17 0.263
C 3.91 0.04 -0.05 0.366
H -0.48 1.78 -1.44 0.248
H 0.02 1.64 1.10 0.235
H -2.16 -1.67 -0.75 0.216
H -1.73 1.46 1.43 0.241
N 0.19 -0.88 -0.06 -0.689
H -2.17 -1.60 1.04 0.221
H 4.44 0.64 -0.76 0.136
O 2.75 -0.25 -0.12 -0.596
H 0.37 -1.53 -0.90 0.431

=====

# 3
21
Properties=species:S:1:pos:R:3:nbo_charge:R:1 method="wB97M-V/def2-TZVPD" smiles=CNCCCN.O charge=0 homo_ev=-9.29 e_above_lowest_kcal_mol=31.7
H 1.83 0.85 0.45 0.229
C 1.09 -1.19 0.49 -0.219
H -0.82 -0.65 0.91 0.361
H 0.56 1.40 -1.70 0.179
H 1.94 -1.64 0.97 0.196
H 2.11 -0.02 -0.97 0.195
H -1.87 0.54 -3.18 0.179
H -0.09 -0.68 -2.49 0.354
C 0.15 0.68 -1.01 -0.219
C -1.87 0.12 -2.17 -0.425
C 1.34 0.12 -0.19 -0.421
H -2.63 -0.68 -2.20 0.194
N -0.05 -1.08 1.40 -0.859
O 0.17 1.54 2.79 -0.967
H 0.01 0.64 2.43 0.489
H -0.67 1.99 2.64 0.455
H -2.39 0.78 -1.47 0.195
H 0.88 -1.90 -0.33 0.172
H -0.52 1.16 -0.30 0.180
N -0.60 -0.39 -1.66 -0.637
H -0.32 -2.00 1.71 0.369

=====

# 4
75
Properties=species:S:1:pos:R:3:lowdin_spin:R:1 method="wB97M-V/def2-TZVPD" charge=0 s2=6.0356 homo_ev="-7.11 / -7.45" multiplicity=5
C -3.26 1.40 -2.77 0.003
C 0.00 4.38 0.09 0.000
C -0.73 -3.90 -1.22 0.008
H 4.97 0.01 -1.90 0.000
H -2.71 -1.58 -0.04 0.003
H -2.14 1.14 3.21 0.000
H -1.38 6.01 -0.15 0.000
C 4.52 -0.27 0.50 0.000
H -5.44 -1.58 3.26 0.000
H 2.73 0.66 -2.48 0.001
C -2.70 0.34 2.74 0.000
H 0.00 2.15 3.18 0.000
C 2.53 -3.31 2.25 -0.002
H -1.65 -3.54 -1.69 0.000
C 3.05 -0.35 -2.73 0.004
H 1.88 -3.59 0.24 0.001
H 3.39 -0.37 -3.77 0.000
C 2.02 -2.45 -3.19 0.002
H 1.42 1.59 5.14 0.000
H -0.56 -4.94 -1.52 0.001
C 0.53 1.20 3.21 0.005
F -2.80 4.94 -3.30 0.001
S -1.64 -0.78 -2.38 0.018
H 0.87 4.99 -0.09 0.000
C 2.58 -2.49 3.35 0.023
H -3.14 2.19 0.69 0.000
F 0.31 1.59 -2.44 0.012
H 4.67 0.81 0.37 0.000
C -4.56 -1.18 2.77 0.000
C -4.16 -1.68 1.54 0.001
H 3.15 -2.77 4.23 0.001
H -3.38 4.61 0.24 0.000
C -1.96 0.92 -2.59 0.006
H 3.07 -4.25 2.27 -0.001
C -1.27 4.95 0.05 -0.002
H -0.09 -2.69 -3.58 0.000
C -2.26 2.80 0.52 -0.002
H 0.80 -4.21 -3.29 0.000
P -0.71 0.43 0.75 0.031
C 1.82 -2.93 1.09 0.022
C -0.99 2.23 0.57 0.001
Cr 0.28 -1.08 -0.77 3.788
C 0.70 -3.17 -3.00 0.003
H -4.13 0.24 4.32 0.000
H -4.75 -2.45 1.05 0.000
F -4.81 3.13 -3.17 0.000
C -3.02 -1.18 0.92 0.004
C -1.23 3.24 -2.89 0.000
C -3.54 2.73 -3.01 0.000
H 2.24 -2.35 -4.25 0.000
H 1.12 2.57 0.37 0.001
H 2.55 -0.59 5.27 0.000
F -0.23 4.13 -2.95 0.000
O 1.88 -1.16 -2.60 0.030
C 1.96 -0.33 4.40 0.003
C -3.83 -0.16 3.36 0.001
C 4.18 -0.74 -1.80 0.000
H 5.50 -0.76 0.49 0.000
C 1.14 -0.92 2.17 0.008
C -2.39 4.16 0.27 0.000
H -0.80 -3.84 -0.14 0.002
C 1.89 -1.26 3.33 -0.001
C 1.33 0.88 4.33 -0.003
C 1.11 -1.74 0.99 -0.024
H 2.82 -3.01 -2.70 0.000
O 3.67 -0.79 -0.50 0.007
O 0.40 -3.09 -1.61 0.026
H 4.60 -1.71 -2.08 0.000
C -0.97 1.91 -2.64 0.005
F -4.28 0.55 -2.70 0.000
C 0.42 0.31 2.18 0.003
C 0.13 3.02 0.34 0.000
C -2.53 3.66 -3.08 0.003
H 4.04 -0.46 1.46 0.000
C -2.28 -0.17 1.51 0.004

=====

# 5
132
Properties=species:S:1:pos:R:3:lowdin_charge:R:1 method="wB97M-V/def2-TZVPD" charge=+1 homo_ev=-11.86
H 2.82 0.03 -0.55 0.166
N 2.44 -0.87 -0.93 0.059
H -0.60 -6.01 -3.75 0.115
C -6.84 1.42 2.83 -0.082
H -0.50 4.58 -1.01 0.063
H -2.03 -5.30 -3.62 0.139
H -5.27 0.19 0.98 0.136
H -1.71 2.21 -0.26 0.062
H 4.18 5.22 0.55 0.144
C -6.14 -0.77 3.35 -0.060
O 0.20 -0.67 -2.77 -0.222
H -3.34 -0.24 6.00 0.065
F 4.38 2.53 -4.51 -0.126
H 0.79 3.78 -2.01 0.078
C -4.75 1.18 4.18 -0.140
H 3.59 -6.25 -0.80 0.116
F 2.22 2.81 -3.81 -0.147
H -4.03 2.10 0.41 0.111
C 3.37 -1.97 -0.62 -0.108
C -0.61 -3.95 -4.65 -0.175
H 2.55 -3.60 -5.53 0.086
H -0.20 1.28 -3.39 0.108
O 3.90 -2.41 -2.81 -0.222
C 2.39 4.10 0.43 -0.093
H 1.07 0.36 -4.33 0.057
C 0.11 0.27 -3.83 -0.091
H 0.93 -6.98 -0.62 0.136
H 3.68 -1.85 0.42 0.144
N 3.87 4.30 0.32 0.071
H -0.65 -5.26 -0.27 0.139
H 1.93 -2.23 -4.63 0.074
H 4.30 3.98 3.13 0.124
H 5.25 -2.68 -1.20 0.153
H 1.16 -2.61 -6.09 0.077
C -4.68 0.54 1.86 -0.103
F 2.10 2.14 3.24 -0.154
H 5.84 5.69 4.17 0.095
H -1.36 -6.27 -1.44 0.138
H -8.78 0.52 2.12 0.124
H -7.53 0.77 0.94 0.101
F 4.99 1.76 -2.43 -0.185
H -1.04 -2.99 -4.34 0.136
H 0.51 0.91 -1.44 0.106
H 2.44 -0.69 -1.93 0.129
C -0.52 -5.62 -1.30 -0.096
C 1.02 -1.10 -0.54 -0.088
H -6.67 -1.32 1.42 0.069
P 2.07 0.60 2.80 0.293
F -4.57 -2.63 0.70 -0.162
H 0.43 -4.12 -2.42 0.170
F -3.81 -2.85 -1.49 -0.124
H 5.74 3.43 0.37 0.177
N -5.59 0.63 3.07 -0.214
F 3.31 0.76 -3.56 -0.140
C 0.79 -6.28 -1.42 -0.212
H -6.58 2.40 2.46 0.124
H -4.89 1.95 6.09 0.124
H -0.51 2.60 1.03 0.087
F -3.25 -0.98 -0.27 -0.141
H -3.75 0.75 4.05 0.139
C 5.44 6.14 3.27 -0.085
H 0.97 -0.96 0.52 0.094
H -0.10 5.32 -2.63 0.108
C 0.20 -0.12 -1.38 -0.132
H 2.74 -2.81 -0.71 0.105
F -2.37 -2.32 1.32 -0.155
C 0.31 4.77 -1.75 -0.053
O 0.78 -3.99 -4.60 -0.197
H -6.58 -0.83 4.35 0.138
O 1.76 -5.27 -1.27 -0.209
C -3.97 1.86 1.46 -0.148
H -0.77 -0.14 -0.96 0.086
H -1.15 -3.74 -2.05 0.130
H 4.16 4.22 -0.71 0.167
H 4.50 2.32 1.04 0.116
H 4.37 6.42 3.30 0.093
N -0.54 -4.52 -2.32 0.066
H -7.24 1.74 3.79 0.135
C -5.07 0.98 5.61 -0.222
C -0.98 -5.04 -3.62 -0.092
H -4.55 2.68 1.92 0.104
F 2.37 -0.03 4.26 -0.127
H 2.90 -6.30 -2.48 0.080
O 1.25 5.73 -1.18 -0.155
C -2.47 1.96 1.85 -0.230
C 1.64 -3.06 -5.28 -0.034
F 2.75 2.06 -1.72 -0.202
C 1.50 5.31 0.12 -0.244
H -4.75 2.23 4.06 0.120
F 3.65 0.79 2.45 -0.176
H 4.59 -3.52 -4.44 0.068
F -2.81 -4.15 0.11 -0.159
H 1.91 6.16 0.61 0.116
H -5.28 -1.46 3.15 0.151
F 2.09 -0.98 2.19 -0.206
H 0.55 5.18 0.69 0.133
F 3.81 3.82 -2.66 -0.168
C 4.80 3.37 1.08 -0.086
H -6.12 0.92 5.82 0.099
H -0.92 -4.20 -5.66 0.132
F 0.42 0.49 2.94 -0.175
C -4.35 -0.21 6.30 -0.051
C -7.71 0.51 1.95 -0.095
C -1.62 2.68 0.73 -0.095
O 5.69 5.26 2.16 -0.196
C 3.09 -5.68 -1.63 -0.042
H 2.17 3.23 -0.17 0.082
H -2.02 1.01 2.04 0.083
H 2.20 3.78 1.45 0.114
C 4.46 -1.96 -1.60 -0.226
H -2.32 2.42 2.82 0.102
H -0.67 -0.10 -4.56 0.097
P 3.58 2.27 -3.15 0.199
C 4.85 -2.60 -3.91 -0.059
H -4.81 -1.13 6.01 0.067
C 5.15 3.94 2.44 -0.188
H 4.92 -0.96 -1.78 0.142
H 3.69 -4.82 -1.94 0.077
H 4.78 -1.74 -4.63 0.110
H 0.86 -6.73 -2.41 0.123
H -1.98 3.70 0.61 0.063
P -3.13 -2.57 -0.08 0.204
H 5.79 3.26 2.96 0.125
H 5.91 -2.74 -3.63 0.095
H 5.87 7.13 3.14 0.088
H 0.88 -2.19 -0.70 0.130
H -4.00 -0.25 2.13 0.104
C -7.14 -0.89 2.21 -0.145
F -1.62 -2.48 -0.85 -0.210
H -4.39 -0.07 7.35 0.071
H -7.88 -1.54 2.64 0.124
F 1.74 1.15 1.23 -0.223

=====

# 6
70
Properties=species:S:1:pos:R:3:lowdin_spin:R:1 method="wB97M-V/def2-TZVPD" charge=+1 s2=0.7980 homo_ev="-8.32 / -8.10" multiplicity=2
H 0.01 -3.26 0.77 0.000
H 0.05 -0.84 -1.95 0.000
H -4.98 -0.10 -0.19 -0.001
C 1.76 -0.92 0.50 0.004
N -0.72 -1.32 -1.46 -0.004
C 4.62 0.90 -5.48 0.000
H -0.73 3.63 -2.79 0.000
O -0.95 1.24 -0.96 0.004
H -2.50 3.48 0.26 0.000
C -5.40 2.60 2.69 0.002
C -4.26 2.97 3.42 -0.002
N -1.59 -1.75 2.02 -0.005
C 3.86 -0.72 -3.36 0.003
H 5.92 -0.71 -6.04 0.000
N 0.76 -0.24 1.09 -0.001
O -2.99 -0.39 -0.17 0.003
C 3.29 0.54 -3.50 0.006
C 2.33 0.36 2.82 0.000
C 3.36 -0.37 2.20 0.002
Cl -6.91 3.36 3.04 0.001
C -0.62 -2.77 -1.65 0.001
C 3.68 1.34 -4.57 0.003
C -2.90 1.44 2.11 0.000
C -4.07 1.06 1.37 0.002
C -1.29 2.41 -1.14 0.000
H -1.57 -1.02 -1.94 0.001
O 5.65 -0.84 1.93 0.000
C 3.04 -1.00 1.00 0.000
H -1.49 2.09 -3.24 0.000
C -3.05 2.39 3.14 0.001
C -1.84 -3.19 1.82 0.000
H -1.08 4.36 -0.30 0.000
H 1.50 -1.49 -0.38 0.000
H 0.30 0.99 2.67 0.000
C 4.81 -1.17 -4.26 0.000
C -1.45 3.38 -0.01 0.000
H -2.40 -1.35 2.49 0.000
H -2.46 -2.83 -0.60 0.000
H 2.49 0.91 3.73 0.000
H -2.89 -3.34 1.57 0.000
H 3.81 -1.54 0.49 0.000
H 5.90 -0.51 4.37 0.000
Te 1.80 1.19 -2.16 0.057
C -4.02 0.14 0.29 -0.005
H 3.56 -1.36 -2.54 0.000
H 5.25 -2.14 -4.14 0.000
C -1.51 2.92 -2.53 0.000
C -0.97 -3.73 0.69 0.001
H 0.41 -3.09 -1.46 0.000
C 1.09 0.41 2.22 0.001
H 3.24 2.32 -4.68 0.000
H -0.81 -1.65 2.66 0.000
H -4.35 3.71 4.20 0.000
H 4.24 -0.15 4.67 0.000
H 4.89 1.52 -6.31 0.000
Cr -1.13 -0.22 0.43 0.906
C -1.58 -3.47 -0.70 0.000
H -1.91 -4.41 -1.14 0.000
H -2.17 2.66 3.71 0.000
N 4.97 -0.35 4.02 0.000
C 5.19 -0.36 -5.32 0.003
H -0.83 -4.80 0.83 0.000
O -1.73 0.95 1.87 0.020
H -0.92 3.01 0.86 0.000
H -2.46 3.44 -2.60 0.000
H -1.63 -3.74 2.75 0.000
C 4.76 -0.53 2.70 0.000
H -0.85 -3.03 -2.69 0.000
H -6.20 1.36 1.15 0.000
C -5.31 1.66 1.70 -0.002

=====

# 7
77
Properties=species:S:1:pos:R:3:lowdin_spin:R:1 method="wB97M-V/def2-TZVPD" charge=+2 s2=3.8080 homo_ev="-13.68 / -14.17" e_above_lowest_kcal_mol=12.7 multiplicity=4
H -0.49 0.30 0.15 0.000
C -1.43 -0.34 -1.64 -0.023
C 3.52 2.15 -11.09 0.000
C 2.11 0.90 -9.53 0.029
H -3.90 -4.04 -5.74 0.000
C -0.39 -2.39 -5.41 0.010
C 2.57 4.35 -5.41 0.020
Tc -0.29 0.02 -3.67 1.753
C 3.07 2.28 -6.56 0.024
H -1.38 2.81 -1.13 -0.001
C 1.76 2.26 -7.10 0.063
H 0.62 -1.96 -5.35 0.003
H 3.79 1.29 -13.06 0.001
N 1.75 -1.68 -1.95 0.044
C 1.50 0.52 -4.47 0.100
C 2.92 2.01 -9.83 0.020
P 1.22 0.69 -7.88 0.316
H 1.35 -0.98 -10.34 0.002
H 3.07 2.79 -9.10 0.001
H -0.86 1.98 -8.53 0.002
H 0.98 2.26 -2.57 0.003
H -2.84 -3.74 -3.50 0.000
H 2.87 5.14 -4.73 0.001
H -2.73 -3.19 -7.79 0.001
C -1.20 -0.20 -8.44 0.020
H 3.77 1.47 -6.80 0.001
H 0.62 5.20 -5.81 0.000
C 1.30 4.37 -6.01 0.004
P -0.18 -1.63 -8.04 0.276
H -4.02 0.96 -3.36 0.001
C -1.58 -2.69 -10.33 0.016
C 0.90 3.33 -6.85 0.023
H -2.22 -0.34 -8.82 0.004
C 1.03 -1.07 -2.65 -0.034
C -1.20 0.71 -0.59 -0.005
H -1.37 -1.34 -1.20 0.002
C -1.04 -2.86 -4.28 0.001
H 1.26 -3.96 -8.96 0.002
H -2.19 -1.78 -10.36 0.001
H 1.17 1.22 -5.23 0.026
H 4.45 3.27 -5.24 0.000
C 0.36 -3.91 -9.57 0.012
C 3.33 1.18 -12.08 0.019
H 0.73 -5.81 -10.53 0.000
H -0.38 2.68 -4.51 0.001
C -0.04 1.86 -2.55 -0.021
C -2.33 -0.12 -2.69 0.125
C -0.85 2.10 -3.71 -0.052
H -2.11 0.95 -0.02 -0.002
C 2.54 0.06 -11.79 0.000
C -2.26 -3.09 -6.79 0.012
C -1.02 -2.47 -6.66 0.047
H -3.40 1.64 -1.88 0.004
H 2.08 -0.27 -4.97 0.020
H 0.17 2.37 -0.45 0.000
C -1.09 -4.88 -11.25 0.010
H 2.20 1.09 -3.83 0.010
H 2.39 -0.71 -12.56 0.000
C -0.62 2.02 -1.15 -0.002
C -2.92 -3.57 -5.66 0.001
C 1.96 -0.09 -10.53 0.013
C 3.46 3.30 -5.70 -0.002
H -2.90 -0.99 -3.01 0.016
H -1.35 -5.71 -11.92 0.000
C -3.09 1.20 -2.84 0.026
H -2.78 -3.65 -11.85 0.000
C -2.34 2.26 -3.63 -0.002
C -0.50 0.97 -8.31 0.013
H -0.09 3.36 -7.30 0.001
H -2.75 2.29 -4.65 0.000
C -2.32 -3.43 -4.40 0.005
H -2.57 3.25 -3.21 -0.005
C 0.07 -4.94 -10.46 -0.001
H 4.14 3.02 -11.30 0.000
C -1.89 -3.74 -11.20 0.002
C -0.50 -2.81 -9.44 0.044
H -0.59 -2.79 -3.30 0.001

=====

# 8
6
Properties=species:S:1:pos:R:3:nbo_charge:R:1 method="wB97M-V/def2-TZVPD" charge=0 homo_ev=-9.81 e_above_lowest_kcal_mol=42.1
N -2.72 0.31 0.59 -1.064
P -2.22 1.65 -0.04 0.831
I 3.49 0.30 0.04 -0.104
H 3.95 -1.23 0.33 0.104
H -2.29 -0.58 0.29 0.374
H -1.17 1.25 -1.09 -0.141

=====

# 9
31
Properties=species:S:1:pos:R:3:lowdin_spin:R:1 method="wB97M-V/def2-TZVPD" charge=0 s2=6.0161 homo_ev="-6.89 / -9.84" e_above_lowest_kcal_mol=0.0 multiplicity=5
C 0.85 -4.17 2.15 0.003
Pt -0.49 -0.57 -0.05 1.360
H 0.30 2.70 0.98 0.003
C -1.42 2.27 -1.03 0.007
C 1.21 0.40 0.08 0.939
H -0.62 -3.63 0.63 0.002
H 1.67 1.61 -1.54 0.030
H 0.17 -4.08 3.00 0.000
H 1.99 -0.14 0.66 0.062
C 1.63 1.70 -0.45 0.152
C -1.01 0.86 -1.40 0.049
H 1.86 -3.87 2.46 0.000
C 0.78 2.92 0.02 0.038
C 0.38 -3.34 0.98 0.008
H -1.89 2.23 -0.03 0.000
O 0.35 -1.93 1.33 0.057
H 2.66 1.85 -0.08 0.013
C -0.26 3.27 -1.04 0.003
Cl -1.49 0.35 1.85 0.445
H -0.19 -1.79 2.14 0.001
H 1.06 -3.41 0.13 0.001
Cl 0.44 -1.85 -1.77 0.519
C -2.13 -0.15 -1.29 0.256
H -2.21 -0.89 -2.08 0.022
H -0.65 4.28 -0.87 0.001
H 0.88 -5.22 1.85 0.001
H -2.18 2.59 -1.76 0.002
H -0.36 0.77 -2.27 0.003
H 1.45 3.78 0.18 0.002
H 0.21 3.28 -2.04 0.001
H -3.01 0.17 -0.72 0.019

=====

# 10
9
Properties=species:S:1:pos:R:3:nbo_charge:R:1 method="wB97M-V/def2-TZVPD" charge=0 homo_ev="-8.87 / -8.28" e_above_lowest_kcal_mol=105.3
H 1.82 -0.10 -0.24 0.160
H 0.23 0.56 -0.72 0.161
F -1.00 -1.46 -1.93 -0.334
C 0.97 0.46 -0.05 -0.492
S -1.74 -2.41 0.44 0.056
H 1.18 1.14 0.73 0.162
F 0.49 -2.65 -0.75 -0.339
C -0.60 -1.84 -0.69 0.503
H -2.61 -1.53 0.24 0.122

=====

# 11
18
Properties=species:S:1:pos:R:3:nbo_charge:R:1 method="wB97M-V/def2-TZVPD" smiles="CC1=NSC(=O)[N+]1(C)C" charge=+1 homo_ev=-13.72 e_above_lowest_kcal_mol=73.0
H -0.45 1.06 1.91 0.251
C -1.11 -0.96 0.73 -0.412
N 1.48 -0.58 -1.66 -0.545
C 0.30 -0.03 -1.11 0.440
H -0.51 0.39 -2.95 0.280
C 1.37 -1.11 0.84 0.484
C 0.22 1.05 1.10 -0.445
H -1.65 0.82 -1.48 0.246
C -0.59 0.74 -1.99 -0.690
H 1.20 1.13 1.65 0.254
H 0.27 1.97 0.60 0.258
S 2.45 -1.19 -0.56 0.654
O 1.34 -1.55 1.94 -0.444
H -1.31 -1.95 0.26 0.266
H -0.99 -1.09 1.80 0.250
N 0.15 -0.16 0.32 -0.358
H -0.21 1.80 -2.12 0.275
H -1.96 -0.34 0.71 0.236

=====

# 12
17
Properties=species:S:1:pos:R:3:nbo_charge:R:1 method="wB97M-V/def2-TZVPD" smiles=CNc1[nH]nc2nc[nH]c12 charge=0 homo_ev=-7.59 e_above_lowest_kcal_mol=48.1
N -1.69 -1.68 0.22 -0.306
H 1.79 0.94 0.24 0.199
H 2.09 -1.84 -0.09 0.373
H 3.32 0.31 -0.30 0.196
H -3.02 2.58 0.03 0.212
N -0.41 -1.87 0.11 -0.324
C -1.86 -0.38 0.01 0.241
C 2.46 0.12 0.23 -0.387
H -0.15 -2.86 -0.08 0.404
C -0.58 0.31 -0.17 -0.078
C -2.39 1.69 -0.11 0.210
C 0.37 -0.83 -0.19 0.296
N -2.91 0.48 -0.01 -0.454
N 1.78 -0.95 -0.31 -0.603
H 2.62 -0.07 1.31 0.173
N -1.00 1.67 -0.21 -0.567
H -0.42 2.37 -0.68 0.415

=====

# 13
21
Properties=species:S:1:pos:R:3:nbo_charge:R:1 method="wB97M-V/def2-TZVPD" smiles="CS(=O)(=O)[C@@]1(N)CC=NC(=O)N1" charge=0 homo_ev=-9.18 e_above_lowest_kcal_mol=34.4
H -0.27 0.73 -3.10 0.260
O -2.35 1.74 1.16 -0.541
H -1.40 1.14 -1.65 0.242
H 1.86 1.57 0.98 0.193
H 0.99 -0.60 2.46 0.268
H -0.77 -2.68 -0.01 0.393
S 0.42 -0.36 -1.38 1.856
N -0.10 -2.21 0.56 -0.811
H -2.11 -0.72 0.56 0.423
H 0.84 -2.54 0.19 0.397
N -1.26 -0.19 0.98 -0.672
C 0.91 1.15 1.24 0.227
C -0.12 -0.82 0.60 0.263
C -1.29 1.21 1.24 0.753
H 0.19 2.06 -1.80 0.260
N -0.10 1.90 1.32 -0.460
C -0.39 1.17 -2.08 -0.822
C 1.05 -0.28 1.40 -0.554
H 1.97 -0.53 0.88 0.270
O 0.01 -1.54 -2.11 -0.967
O 1.92 -0.20 -1.43 -0.976

=====

These records have M values of 88.916, 102.157, 106.169, 696.638, 1007.803, 680.623, 643.647, 174.909, 408.226, 98.117, 145.207, 137.146, 191.212 g/mol, in the order they appear.
These records have largest force on an atom values of 2.17, 4.15, 1.90, 1.21, 3.38, 1.59, 3.22, 1.28, 3.82, 3.04, 7.77, 4.28, 3.08 eV/Å, in the order they appear.